i.
DFT (ωB97M-V/def2-TZVPD) results for a single C9H8O3 molecule.

Computed properties:
2S+1   1
Structure (SMILES)   CC(=O)c1ccc2c(c1)OCO2
LUMO level   0.40 eV

Atoms and positions in Å:
O 2.328 -1.205 -0.218
O 3.064 0.901 -0.154
O -3.260 1.075 -0.220
C 0.015 -0.765 0.220
C -2.460 0.102 -0.092
C 1.725 0.948 -0.019
C -3.082 -1.265 -0.019
C -0.887 0.219 0.012
C 3.544 -0.443 -0.053
C -0.542 1.582 0.072
C 1.310 -0.399 0.141
C 0.783 1.962 0.098
H 3.945 -0.615 0.954
H -0.385 -1.825 0.102
H -2.797 -1.760 0.865
H -4.204 -1.080 0.214
H 0.896 3.072 -0.064
H 4.271 -0.897 -0.804
H -1.276 2.286 -0.024
H -2.987 -1.893 -1.011

The molecule's Löwdin atomic charges, reported in e, are given here:
1 O 0.02
2 O 0.03
3 O 0.02
4 C 0.03
5 C -0.33
6 C -0.18
7 C -0.05
8 C -0.15
9 C -0.10
10 C -0.03
11 C -0.23
12 C 0.02
13 H 0.13
14 H 0.16
15 H 0.05
16 H 0.11
17 H 0.14
18 H 0.16
19 H 0.08
20 H 0.13



ii.
DFT (ωB97M-V/def2-TZVPD) results for a single C9H8O3 molecule.

Computed properties:
2S+1   1
Structure (SMILES)   O=C1OCC[C@@]12C[C@]13C=C[C@]21O3
LUMO level   0.65 eV

Atoms and positions in Å:
O -1.106 -2.114 0.322
O 2.730 -0.051 -0.019
O 1.824 -2.111 0.139
C -0.529 -0.550 -1.478
C 1.739 -0.899 0.145
C 2.260 1.255 -0.040
C -2.102 -0.161 1.219
C -0.804 -0.855 0.682
C -1.636 -1.099 -0.586
C -2.730 -0.387 0.085
C 0.404 -0.172 0.027
C 0.788 1.202 0.431
H 0.870 1.099 1.547
H 2.689 1.918 0.746
H -2.319 0.287 2.261
H 0.087 -1.291 -1.982
H 2.302 1.781 -1.040
H -3.669 -0.190 -0.353
H -0.776 0.396 -2.084
H -0.021 1.942 -0.022

The molecule's Löwdin atomic charges, reported in e, are given here:
1 O 0.11
2 O 0.08
3 O 0.14
4 C 0.09
5 C -0.44
6 C -0.18
7 C 0.06
8 C -0.31
9 C -0.27
10 C -0.01
11 C -0.21
12 C -0.11
13 H 0.15
14 H 0.13
15 H 0.13
16 H 0.10
17 H 0.15
18 H 0.09
19 H 0.14
20 H 0.17



Which structure is the most stable? The one labeled i.



i.
DFT (ωB97M-V/def2-TZVPD) results for 2 unconnected molecules or ions with the total composition CH5N2S.

Computed properties:
2S+1   1
Net charge   +1
LUMO level   -4.60 eV

Atoms and positions in Å:
S -2.744 0.614 0.069
N 1.564 0.459 0.034
N -1.950 -0.978 -0.496
C -1.227 0.003 0.084
H 0.452 0.475 0.232
H 1.981 1.392 -0.121
H 1.997 -0.135 -0.648
H -1.934 -1.855 -0.033
H 1.861 0.024 0.879

The molecule's Löwdin atomic charges, reported in e, are given here:
1 S 0.96
2 N 0.23
3 N -0.18
4 C -0.55
5 H 0.06
6 H 0.16
7 H 0.13
8 H 0.07
9 H 0.12



ii.
DFT (ωB97M-V/def2-TZVPD) results for 2 unconnected molecules or ions with the total composition CH5N2S.

Computed properties:
2S+1   1
Net charge   +1
LUMO level (alpha / beta)   -5.78 / -5.64 eV

Atoms and positions in Å:
S -0.989 0.187 1.877
N -0.835 1.137 0.611
N 0.763 -0.974 -0.939
C 0.694 0.243 -0.696
H 0.454 -1.425 -0.058
H -0.505 2.073 0.769
H -1.637 -1.014 1.402
H 0.973 1.148 -1.194
H 1.082 -1.373 -1.771

The molecule's Löwdin atomic charges, reported in e, are given here:
1 S 0.79
2 N -0.40
3 N 0.19
4 C 0.07
5 H 0.14
6 H 0.03
7 H -0.05
8 H 0.10
9 H 0.14



Which structure is the most stable? The one labeled i.



i.
DFT (ωB97M-V/def2-TZVPD) results for a gas-phase ion, C3H11N2S (charge +1).

Computed properties:
2S+1   1
Net charge   +1
Structure (SMILES)   C[C@](N)([NH3+])CS
LUMO level   -3.63 eV

Atoms and positions in Å:
S -2.485 0.701 0.020
N 1.495 0.433 0.090
N 0.089 -0.660 -1.437
C -0.642 1.134 0.174
C -0.023 -1.016 1.094
C 0.189 -0.039 -0.096
H -1.058 -0.945 1.315
H 0.291 -2.035 0.689
H 1.889 1.035 -0.618
H 0.743 -0.943 1.874
H 2.081 -0.342 -0.021
H 1.553 0.799 1.104
H -0.373 1.886 -0.655
H -2.307 0.159 -1.240
H -0.206 -1.604 -1.459
H -0.645 1.527 1.192
H -0.592 -0.090 -2.024

The molecule's Löwdin atomic charges, reported in e, are given here:
1 S 0.77
2 N 0.21
3 N 0.12
4 C -0.45
5 C 0.00
6 C -0.74
7 H 0.04
8 H 0.12
9 H 0.18
10 H 0.10
11 H 0.15
12 H 0.22
13 H 0.13
14 H -0.12
15 H 0.08
16 H 0.09
17 H 0.10



ii.
DFT (ωB97M-V/def2-TZVPD) results for a molecular structure, C3H11N2S.

Computed properties:
2S+1   1
Net charge   +1
LUMO level   -3.69 eV

Atoms and positions in Å:
S 2.259 -0.515 0.149
N -0.116 -1.102 -0.247
N 3.298 2.165 0.254
C -2.195 -2.113 0.070
C -1.372 -1.297 -0.908
C 0.743 -0.064 -0.308
H -1.170 -1.937 -1.729
H -3.174 -2.424 -0.458
H 2.798 2.902 -0.136
H 0.279 0.908 -0.560
H -1.554 -3.024 0.321
H 3.328 2.456 1.281
H 4.177 1.870 0.096
H 2.761 1.039 0.345
H 0.238 -2.020 0.157
H -2.029 -0.496 -1.245
H -2.479 -1.605 1.086

The molecule's Löwdin atomic charges, reported in e, are given here:
1 S 0.81
2 N -0.10
3 N 0.15
4 C -0.11
5 C -0.26
6 C -0.53
7 H 0.11
8 H 0.11
9 H 0.09
10 H 0.12
11 H 0.09
12 H 0.16
13 H 0.05
14 H -0.09
15 H 0.15
16 H 0.13
17 H 0.12



iii.
DFT (ωB97M-V/def2-TZVPD) results for 2 unconnected molecules or ions with the total composition C3H11N2S.

Computed properties:
2S+1   1
Net charge   +1
LUMO level   -3.15 eV

Atoms and positions in Å:
S 0.675 -0.551 -2.084
N 0.527 -2.043 1.125
N -0.587 -0.001 0.953
C -0.324 -1.131 1.539
C -1.492 0.989 1.532
C 0.883 1.199 -2.539
H -0.161 0.196 0.042
H 0.931 -2.025 0.205
H 1.967 -0.894 -2.168
H 1.941 1.442 -2.525
H -0.783 -1.307 2.506
H 0.699 -2.836 1.708
H 0.388 1.829 -1.802
H -1.667 0.744 2.576
H 0.488 1.426 -3.525
H -2.446 0.988 1.005
H -1.039 1.974 1.452

The molecule's Löwdin atomic charges, reported in e, are given here:
1 S 0.68
2 N 0.19
3 N 0.01
4 C -0.15
5 C -0.02
6 C -0.43
7 H 0.06
8 H 0.08
9 H -0.12
10 H 0.04
11 H 0.17
12 H 0.13
13 H 0.02
14 H 0.10
15 H 0.04
16 H 0.10
17 H 0.10



Which structure is the most stable? The one labeled iii.



i.
DFT (ωB97M-V/def2-TZVPD) results for a gas-phase ion, C3H11N2S (charge +1).

Computed properties:
2S+1   1
Net charge   +1
Structure (SMILES)   NC[C@H]([NH3+])CS
LUMO level   -3.11 eV

Atoms and positions in Å:
S 1.208 2.285 1.231
N -1.118 -1.408 -1.419
N 0.763 0.544 -1.075
C -0.213 0.232 0.115
C 0.346 0.712 1.439
C -0.618 -1.221 -0.066
H -1.264 -1.517 0.763
H -2.125 -1.424 -1.527
H -1.031 0.875 -0.215
H 0.285 -1.830 0.052
H 0.957 -0.057 1.895
H 0.560 -0.213 -1.743
H -0.810 -2.323 -1.733
H 0.587 1.369 -1.560
H 1.267 2.612 2.525
H 1.736 0.553 -0.763
H -0.531 0.811 2.081

The molecule's Löwdin atomic charges, reported in e, are given here:
1 S 0.77
2 N 0.01
3 N 0.19
4 C -0.34
5 C -0.52
6 C -0.23
7 H 0.14
8 H 0.10
9 H 0.15
10 H 0.14
11 H 0.09
12 H 0.14
13 H 0.09
14 H 0.12
15 H -0.11
16 H 0.14
17 H 0.10



ii.
DFT (ωB97M-V/def2-TZVPD) results for 2 unconnected molecules or ions with the total composition C3H11N2S.

Computed properties:
2S+1   1
Net charge   +1
LUMO level   -3.73 eV

Atoms and positions in Å:
S -0.392 0.770 1.592
N -0.152 -3.011 -2.427
N -0.455 -1.763 -0.488
C 0.580 3.263 0.749
C 0.177 -2.045 -1.576
C 0.771 1.755 0.599
H -0.772 -3.723 -2.063
H 0.593 -3.384 -2.999
H 0.329 3.464 1.786
H 1.732 1.504 1.040
H 1.108 -1.526 -1.743
H 0.789 1.457 -0.444
H -1.277 -2.242 -0.143
H -0.198 3.660 0.103
H 1.531 3.747 0.534
H -0.191 -0.997 0.149
H -1.539 1.281 1.121

The molecule's Löwdin atomic charges, reported in e, are given here:
1 S 0.74
2 N 0.18
3 N 0.19
4 C -0.16
5 C -0.17
6 C -0.61
7 H 0.14
8 H 0.14
9 H 0.07
10 H 0.07
11 H 0.16
12 H 0.06
13 H 0.15
14 H 0.08
15 H 0.08
16 H 0.01
17 H -0.11



Which structure is the most stable? The one labeled ii.